1.
Below is one molecule with the formula C11H21FNO at a distorted geometry, with properties calculated with ωB97M-V/def2-TZVPD.

Bonds (Å) are listed after each position.
Geometry (Å):
1 C 3.58 -0.76 0.51  C2 1.562, H15 1.109, H16 1.103, H17 1.104
2 C 2.17 -1.43 0.55  C1 1.562, C3 1.573, H18 1.106, H19 1.113
3 C 1.02 -0.42 0.89  C2 1.573, F4 1.381, C5 1.558, C14 1.566
4 F 1.34 0.21 2.07  C3 1.381
5 C 0.92 0.55 -0.33  C3 1.558, C6 1.565, H20 1.110, H21 1.112
6 C -0.38 1.43 -0.37  C5 1.565, C7 1.554, C8 1.583, N9 1.496
7 C -0.49 2.03 -1.80  C6 1.554, H22 1.104, H23 1.104, H24 1.115
8 C -0.11 2.66 0.59  C6 1.583, H25 1.101, H26 1.105, H27 1.111
9 N -1.61 0.76 0.15  C6 1.496, O10 1.311, C11 1.479
10 O -2.58 1.09 -0.67  N9 1.311
11 C -1.52 -0.71 0.17  N9 1.479, C12 1.580, C13 1.572, C14 1.563
12 C -2.80 -1.21 0.95  C11 1.580, H28 1.110, H29 1.100, H30 1.107
13 C -1.60 -1.39 -1.25  C11 1.572, H31 1.104, H32 1.109, H33 1.104
14 C -0.29 -1.27 0.96  C3 1.566, C11 1.563, H34 1.107, H35 1.110
15 H 3.61 -0.09 -0.38  C1 1.109
16 H 4.38 -1.50 0.38  C1 1.103
17 H 3.71 -0.17 1.43  C1 1.104
18 H 2.12 -2.34 1.19  C2 1.106
19 H 1.95 -1.78 -0.48  C2 1.113
20 H 1.06 0.03 -1.30  C5 1.110
21 H 1.77 1.26 -0.24  C5 1.112
22 H -0.71 1.30 -2.60  C7 1.104
23 H -1.19 2.88 -1.87  C7 1.104
24 H 0.51 2.45 -2.05  C7 1.115
25 H 0.24 2.35 1.58  C8 1.101
26 H -1.04 3.27 0.61  C8 1.105
27 H 0.67 3.27 0.08  C8 1.111
28 H -2.88 -2.31 0.79  C12 1.110
29 H -3.72 -0.72 0.60  C12 1.100
30 H -2.60 -1.06 2.03  C12 1.107
31 H -1.19 -0.76 -2.06  C13 1.104
32 H -1.06 -2.36 -1.28  C13 1.109
33 H -2.66 -1.59 -1.47  C13 1.104
34 H -0.09 -2.29 0.58  C14 1.107
35 H -0.54 -1.40 2.04  C14 1.110

* <S²>: 0.754
* LUMO (spin up / spin down): 0.746 / -0.161 eV
* multiplicity: 2
* largest force on an atom: 3.8 eV/Å
* orbital gap (spin up / spin down): 9.8 / 9.4 eV
* charge: 0



2.
Below is a 12-piece molecular cluster, C58H131N5O7 overall at a distorted geometry, with properties calculated with ωB97M-V/def2-TZVPD.

Bonds (Å) are listed after each position.
Geometry (Å):
1 C -7.16 -0.33 1.09  C2 1.548, H8 1.090, H9 1.090, H10 1.090
2 C -6.12 0.18 0.07  C1 1.548, N3 1.481, H11 1.090, H12 1.090
3 N -5.56 -0.88 -0.80  C2 1.481, C4 1.434, C6 1.497
4 C -4.50 -0.34 -1.59  N3 1.434, C5 1.541, H13 1.090, H14 1.090
5 C -3.20 -0.06 -0.82  C4 1.541, H15 1.090, H16 1.090, H17 1.090
6 C -6.58 -1.58 -1.64  N3 1.497, C7 1.545, H18 1.090, H19 1.090
7 C -7.25 -0.64 -2.67  C6 1.545, H20 1.090, H21 1.090, H22 1.090
8 H -8.01 -0.64 0.48  C1 1.090
9 H -7.48 0.43 1.81  C1 1.090
10 H -6.72 -1.15 1.65  C1 1.090
11 H -6.39 1.05 -0.54  C2 1.090
12 H -5.37 0.58 0.75  C2 1.090
13 H -4.21 -1.09 -2.33  C4 1.090
14 H -4.89 0.52 -2.14  C4 1.090
15 H -3.23 0.62 0.03  C5 1.090
16 H -2.84 -0.99 -0.37  C5 1.090
17 H -2.41 0.35 -1.45  C5 1.090
18 H -7.35 -2.00 -1.00  C6 1.090
19 H -6.04 -2.37 -2.17  C6 1.090
20 H -7.67 0.23 -2.16  C7 1.090
21 H -8.08 -1.01 -3.26  C7 1.090
22 H -6.45 -0.25 -3.31  C7 1.090
23 C -0.26 -3.43 -6.22  C24 1.588, H30 1.090, H31 1.090, H32 1.090
24 C 0.45 -2.74 -4.98  C23 1.588, N25 1.447, H33 1.090, H34 1.090
25 N 0.09 -1.35 -4.77  C24 1.447, C26 1.471, C28 1.501
26 C 0.71 -0.84 -3.55  N25 1.471, C27 1.510, H35 1.090, H36 1.090
27 C 2.22 -0.90 -3.62  C26 1.510, H37 1.090, H38 1.090, H39 1.090
28 C -1.40 -1.14 -4.79  N25 1.501, C29 1.549, H40 1.090, H41 1.090
29 C -1.74 0.37 -4.75  C28 1.549, H42 1.090, H43 1.090, H44 1.090
30 H 0.16 -4.38 -6.55  C23 1.090
31 H -0.17 -2.73 -7.04  C23 1.090
32 H -1.30 -3.71 -6.03  C23 1.090
33 H 0.29 -3.36 -4.09  C24 1.090
34 H 1.52 -2.80 -5.18  C24 1.090
35 H 0.40 0.18 -3.33  C26 1.090
36 H 0.32 -1.37 -2.68  C26 1.090
37 H 2.57 -1.92 -3.52  C27 1.090
38 H 2.67 -0.39 -4.48  C27 1.090
39 H 2.65 -0.35 -2.79  C27 1.090
40 H -1.85 -1.66 -3.94  C28 1.090
41 H -1.88 -1.47 -5.71  C28 1.090
42 H -1.45 0.87 -3.83  C29 1.090
43 H -2.80 0.61 -4.84  C29 1.090
44 H -1.24 0.90 -5.56  C29 1.090
45 C 0.65 -3.83 2.21  C46 1.543, H52 1.090, H53 1.090, H54 1.090
46 C 0.80 -5.35 2.40  C45 1.543, N47 1.469, H55 1.090, H56 1.090
47 N 0.19 -5.71 3.68  C46 1.469, C48 1.476, C50 1.497
48 C -1.26 -5.45 3.74  N47 1.476, C49 1.563, H57 1.090, H58 1.090
49 C -1.87 -5.81 5.13  C48 1.563, H59 1.090, H60 1.090, H61 1.090
50 C 0.53 -7.12 4.05  N47 1.497, C51 1.569, H62 1.090, H63 1.090
51 C 0.08 -8.13 2.93  C50 1.569, H64 1.090, H65 1.090, H66 1.090
52 H -0.35 -3.54 1.91  C45 1.090
53 H 1.32 -3.50 1.41  C45 1.090
54 H 0.93 -3.33 3.13  C45 1.090
55 H 0.38 -5.91 1.56  C46 1.090
56 H 1.88 -5.55 2.45  C46 1.090
57 H -1.48 -4.40 3.55  C48 1.090
58 H -1.76 -5.94 2.90  C48 1.090
59 H -1.91 -6.90 5.26  C49 1.090
60 H -1.35 -5.35 5.97  C49 1.090
61 H -2.90 -5.49 5.19  C49 1.090
62 H 0.09 -7.36 5.01  C50 1.090
63 H 1.61 -7.12 4.18  C50 1.090
64 H 0.26 -9.15 3.25  C51 1.090
65 H 0.75 -8.08 2.08  C51 1.090
66 H -0.97 -8.01 2.67  C51 1.090
67 C -2.23 3.11 -2.07  C68 1.530, H74 1.090, H75 1.090, H76 1.090
68 C -2.65 4.58 -2.02  C67 1.530, N69 1.483, H77 1.090, H78 1.090
69 N -1.70 5.41 -1.26  C68 1.483, C70 1.460, C72 1.451
70 C -1.74 5.10 0.17  N69 1.460, C71 1.536, H79 1.090, H80 1.090
71 C -0.62 5.71 1.02  C70 1.536, H81 1.090, H82 1.090, H83 1.090
72 C -1.84 6.82 -1.58  N69 1.451, C73 1.501, H84 1.090, H85 1.090
73 C -3.11 7.47 -1.11  C72 1.501, H86 1.090, H87 1.090, H88 1.090
74 H -2.30 2.73 -1.05  C67 1.090
75 H -1.16 2.97 -2.26  C67 1.090
76 H -2.66 2.44 -2.81  C67 1.090
77 H -2.56 4.87 -3.07  C68 1.090
78 H -3.68 4.76 -1.72  C68 1.090
79 H -1.68 4.01 0.23  C70 1.090
80 H -2.72 5.30 0.60  C70 1.090
81 H 0.28 5.48 0.45  C71 1.090
82 H -0.62 5.22 1.99  C71 1.090
83 H -0.76 6.79 1.12  C71 1.090
84 H -1.01 7.44 -1.23  C72 1.090
85 H -1.72 6.85 -2.66  C72 1.090
86 H -3.14 8.50 -1.47  C73 1.090
87 H -4.07 7.06 -1.43  C73 1.090
88 H -3.14 7.47 -0.02  C73 1.090
89 C 2.37 4.47 -2.01  C90 1.517, H96 1.090, H97 1.090, H98 1.090
90 C 1.98 5.86 -2.48  C89 1.517, N91 1.447, H99 1.090, H100 1.090
91 N 2.35 6.30 -3.80  C90 1.447, C92 1.457, C94 1.472
92 C 3.72 6.04 -4.21  N91 1.457, C93 1.548, H101 1.090, H102 1.090
93 C 3.93 6.02 -5.75  C92 1.548, H103 1.090, H104 1.090, H105 1.090
94 C 2.15 7.74 -4.04  N91 1.472, C95 1.572, H106 1.090, H107 1.090
95 C 0.62 8.10 -3.98  C94 1.572, H108 1.090, H109 1.090, H110 1.090
96 H 3.43 4.22 -2.05  C89 1.090
97 H 1.84 3.71 -2.59  C89 1.090
98 H 2.05 4.37 -0.97  C89 1.090
99 H 0.90 5.97 -2.36  C90 1.090
100 H 2.37 6.57 -1.75  C90 1.090
101 H 4.51 6.54 -3.66  C92 1.090
102 H 3.95 5.01 -3.93  C92 1.090
103 H 4.82 5.43 -5.98  C93 1.090
104 H 3.14 5.41 -6.20  C93 1.090
105 H 3.92 6.96 -6.29  C93 1.090
106 H 2.48 8.00 -5.04  C94 1.090
107 H 2.76 8.36 -3.37  C94 1.090
108 H 0.28 8.08 -2.94  C95 1.090
109 H -0.02 7.45 -4.58  C95 1.090
110 H 0.42 9.14 -4.24  C95 1.090
111 C 4.71 1.74 4.23  C112 1.507, C115 1.537, H116 1.090, H117 1.090
112 C 5.54 2.95 4.56  C111 1.507, C113 1.521, H118 1.090, H119 1.090
113 C 6.27 3.33 3.28  C112 1.521, O114 1.427, H120 1.090, H121 1.090
114 O 5.64 2.57 2.25  C113 1.427, C115 1.441
115 C 4.40 2.03 2.75  C111 1.537, O114 1.441, H122 1.090, H123 1.090
116 H 3.80 1.74 4.83  C111 1.090
117 H 5.16 0.76 4.37  C111 1.090
118 H 6.14 2.81 5.46  C112 1.090
119 H 4.96 3.72 5.05  C112 1.090
120 H 7.34 3.09 3.23  C113 1.090
121 H 6.15 4.39 3.08  C113 1.090
122 H 4.06 1.18 2.16  C115 1.090
123 H 3.59 2.75 2.62  C115 1.090
124 C 3.34 -4.32 -1.80  C125 1.528, C128 1.510, H129 1.090, H130 1.090
125 C 1.99 -4.91 -2.19  C124 1.528, C126 1.546, H131 1.090, H132 1.090
126 C 1.91 -6.24 -1.40  C125 1.546, O127 1.465, H133 1.090, H134 1.090
127 O 2.56 -5.87 -0.15  C126 1.465, C128 1.422
128 C 3.66 -5.03 -0.51  C124 1.510, O127 1.422, H135 1.090, H136 1.090
129 H 3.19 -3.26 -1.62  C124 1.090
130 H 4.09 -4.45 -2.59  C124 1.090
131 H 1.80 -5.07 -3.26  C125 1.090
132 H 1.23 -4.19 -1.89  C125 1.090
133 H 2.39 -7.09 -1.89  C126 1.090
134 H 0.88 -6.55 -1.20  C126 1.090
135 H 4.52 -5.68 -0.67  C128 1.090
136 H 3.85 -4.35 0.32  C128 1.090
137 C -2.94 -5.76 -0.66  C138 1.506, C141 1.509, H142 1.090, H143 1.090
138 C -2.99 -4.26 -0.51  C137 1.506, C139 1.554, H144 1.090, H145 1.090
139 C -1.70 -3.83 -1.26  C138 1.554, O140 1.414, H146 1.090, H147 1.090
140 O -1.46 -4.91 -2.15  C139 1.414, C141 1.412
141 C -2.46 -5.90 -2.08  C137 1.509, O140 1.412, H148 1.090, H149 1.090
142 H -3.86 -6.32 -0.50  C137 1.090
143 H -2.17 -6.15 0.00  C137 1.090
144 H -3.08 -3.91 0.52  C138 1.090
145 H -3.87 -3.87 -1.03  C138 1.090
146 H -0.90 -3.84 -0.52  C139 1.090
147 H -1.81 -2.89 -1.79  C139 1.090
148 H -1.94 -6.85 -2.22  C141 1.090
149 H -3.32 -5.71 -2.71  C141 1.090
150 C 1.43 1.07 0.93  C151 1.541, C154 1.542, H155 1.090, H156 1.090
151 C 1.65 -0.44 0.79  C150 1.541, C152 1.492, H157 1.090, H158 1.090
152 C 0.44 -0.91 0.05  C151 1.492, O153 1.432, H159 1.090, H160 1.090
153 O 0.14 0.18 -0.82  C152 1.432, C154 1.445
154 C 0.35 1.43 -0.11  C150 1.542, O153 1.445, H161 1.090, H162 1.090
155 H 2.33 1.64 0.73  C150 1.090
156 H 1.08 1.34 1.93  C150 1.090
157 H 1.77 -1.01 1.71  C151 1.090
158 H 2.50 -0.57 0.13  C151 1.090
159 H -0.41 -1.13 0.70  C152 1.090
160 H 0.79 -1.80 -0.47  C152 1.090
161 H -0.57 1.74 0.37  C154 1.090
162 H 0.72 2.22 -0.76  C154 1.090
163 C -3.90 -0.25 3.42  C164 1.495, C167 1.492, H168 1.090, H169 1.090
164 C -2.80 0.76 3.47  C163 1.495, C165 1.455, H170 1.090, H171 1.090
165 C -1.60 -0.05 3.33  C164 1.455, O166 1.474, H172 1.090, H173 1.090
166 O -2.06 -1.12 2.42  C165 1.474, C167 1.400
167 C -3.38 -1.46 2.74  C163 1.492, O166 1.400, H174 1.090, H175 1.090
168 H -4.76 0.19 2.91  C163 1.090
169 H -4.24 -0.52 4.43  C163 1.090
170 H -2.76 1.40 4.35  C164 1.090
171 H -2.90 1.42 2.61  C164 1.090
172 H -1.12 -0.41 4.24  C165 1.090
173 H -0.86 0.50 2.76  C165 1.090
174 H -3.51 -2.35 3.36  C167 1.090
175 H -3.88 -1.59 1.78  C167 1.090
176 C -0.66 3.91 4.82  C177 1.486, C180 1.520, H181 1.090, H182 1.090
177 C 0.02 3.59 6.11  C176 1.486, C178 1.509, H183 1.090, H184 1.090
178 C 0.33 2.13 5.91  C177 1.509, O179 1.421, H185 1.090, H186 1.090
179 O 0.43 1.94 4.51  C178 1.421, C180 1.440
180 C 0.15 3.15 3.78  C176 1.520, O179 1.440, H187 1.090, H188 1.090
181 H -0.60 4.96 4.53  C176 1.090
182 H -1.68 3.54 4.82  C176 1.090
183 H -0.60 3.80 6.97  C177 1.090
184 H 0.93 4.20 6.22  C177 1.090
185 H -0.41 1.44 6.33  C178 1.090
186 H 1.30 1.91 6.36  C178 1.090
187 H -0.43 2.94 2.88  C180 1.090
188 H 1.08 3.62 3.48  C180 1.090
189 C 5.59 -1.76 1.04  C190 1.481, C193 1.504, H194 1.090, H195 1.090
190 C 6.52 -2.91 0.95  C189 1.481, C191 1.517, H196 1.090, H197 1.090
191 C 6.36 -3.53 2.32  C190 1.517, O192 1.414, H198 1.090, H199 1.090
192 O 6.28 -2.40 3.17  C191 1.414, C193 1.404
193 C 5.56 -1.40 2.50  C189 1.504, O192 1.404, H200 1.090, H201 1.090
194 H 4.57 -1.94 0.68  C189 1.090
195 H 5.85 -0.88 0.46  C189 1.090
196 H 7.56 -2.59 0.81  C190 1.090
197 H 6.27 -3.64 0.19  C190 1.090
198 H 7.17 -4.12 2.75  C191 1.090
199 H 5.49 -4.19 2.38  C191 1.090
200 H 6.07 -0.45 2.55  C193 1.090
201 H 4.51 -1.22 2.74  C193 1.090

* SMILES: CCN(CC)CC.CCN(CC)CC.CCN(CC)CC.CCN(CC)CC.CCN(CC)CC.C1CCOC1.C1CCOC1.C1CCOC1.C1CCOC1.C1CCOC1.C1CCOC1.C1CCOC1
* LUMO: 0.548 eV
* ΔE to the lowest compared entry with this formula, charge and spin: 2.825 eV
* largest force on an atom: 2.7 eV/Å
* orbital gap: 8.5 eV
* charge: 0